--- i ---
Here is the ion C3H7N2O2 with charge +1 from OMol25. Energies are from ωB97M-V with the def2-TZVPD basis set.

HOMO level   -12.8 eV
2S+1   1
SMILES   OC1=CN[C@@H](O)[NH2+]1
Gap between HOMO and LUMO   9.2587 eV
Net charge   +1

Atoms and positions in Å:
C  -0.779  -1.301  -0.275
C  -1.349  -0.120  -0.168
C  1.059  0.114  0.261
N  0.615  -1.260  0.066
N  -0.336  0.985  0.051
O  -2.584  0.368  -0.106
O  2.000  0.468  -0.564
H  -0.977  -2.341  -0.440
H  1.433  0.376  1.299
H  1.216  -1.871  -0.436
H  -0.384  1.536  -0.749
H  -0.774  1.752  0.744
H  -3.406  -0.280  0.029
H  2.734  1.049  -0.124

---

--- ii ---
Here is the ion C3H7N2O2 with charge +1 from OMol25. Energies are from ωB97M-V with the def2-TZVPD basis set.

HOMO level (alpha / beta)   -15.5 / -15.5 eV
2S+1   1
SMILES   C=C[N+](=O)NOC
Gap between HOMO and LUMO (alpha / beta)   9.0441 / 9.0428 eV
Net charge   +1

Atoms and positions in Å:
C  -2.740  0.003  0.235
C  -1.669  0.514  -0.346
C  2.360  -0.817  0.164
N  0.753  0.785  -0.550
N  -0.392  0.481  0.266
O  -0.092  0.011  1.313
O  1.819  0.535  0.195
H  -3.750  -0.047  -0.181
H  -2.693  -0.369  1.191
H  -1.674  0.864  -1.327
H  3.332  -0.693  -0.118
H  1.891  -1.421  -0.657
H  2.211  -1.296  1.153
H  0.644  1.450  -1.339

---

Decreasing stability: i, ii

---

--- i ---
Here is a structure of composition C4H12N2O2 from OMol25. Energies are from ωB97M-V with the def2-TZVPD basis set.

HOMO level (alpha / beta)   -13.6 / -13.4 eV
2S+1   2
Expectation value of S²   0.755
Gap between HOMO and LUMO (alpha / beta)   10.6360 / 5.6277 eV
Net charge   +1

Atoms and positions in Å:
C  0.884  0.892  -1.727
O  0.474  1.730  -0.732
C  0.585  -0.590  -1.584
N  1.035  -1.213  -2.793
H  0.501  1.241  -2.704
H  1.980  1.062  -1.843
H  1.077  -0.994  -0.685
H  -0.491  -0.726  -1.454
H  2.016  -1.029  -2.960
H  0.905  -2.202  -2.918
O  -2.805  0.526  2.349
C  -2.085  -0.427  2.324
C  -0.586  -0.334  2.085
N  -0.174  0.990  1.612
H  -2.500  -1.436  2.489
H  -0.148  -0.575  3.054
H  -0.337  -1.113  1.368
H  0.443  1.456  2.257
H  0.240  1.174  0.357
H  -1.014  1.569  1.506

---

--- ii ---
Here is a cluster of 2 separate species, C4H12N2O2 in total from OMol25. Energies are from ωB97M-V with the def2-TZVPD basis set.

HOMO level (alpha / beta)   -14.5 / -13.9 eV
2S+1   2
Expectation value of S²   0.764
Gap between HOMO and LUMO (alpha / beta)   11.1096 / 4.4220 eV
Net charge   +1

Atoms and positions in Å:
O  0.057  2.862  0.757
C  -0.623  2.123  0.042
N  0.106  1.176  -0.583
C  -0.253  0.082  -1.445
C  -0.027  -1.282  -0.926
C  -0.969  -1.825  0.215
N  -0.256  -1.753  1.473
H  -1.641  2.296  -0.331
H  1.045  1.028  -0.244
H  -1.297  0.363  -1.858
H  0.408  0.348  -2.368
H  1.062  -1.139  -0.563
H  -0.015  -2.158  -1.712
H  -1.436  -2.887  0.120
H  -1.836  -1.250  0.093
H  -0.727  -1.150  2.195
H  -0.147  -2.606  1.952
H  1.765  2.485  1.368
H  2.197  1.228  0.720
O  2.586  2.060  1.092

---

--- iii ---
Here is a cluster of 3 separate species, C4H12N2O2 in total from OMol25. Energies are from ωB97M-V with the def2-TZVPD basis set.

HOMO level (alpha / beta)   -13.5 / -12.1 eV
2S+1   2
Expectation value of S²   0.821
Gap between HOMO and LUMO (alpha / beta)   5.1942 / 3.5645 eV
Net charge   +1

Atoms and positions in Å:
C  1.567  1.275  -0.582
N  3.011  0.831  -0.412
C  -0.582  -1.477  0.421
C  -1.787  -0.603  0.656
C  -1.906  0.555  -0.161
N  -3.202  1.091  0.077
O  -1.222  0.951  -1.109
H  1.143  1.795  0.332
H  1.468  2.088  -1.364
H  1.081  0.357  -0.876
H  2.902  -0.293  -0.648
H  0.216  -1.275  1.139
H  -0.063  -1.188  -0.495
H  -0.782  -2.554  0.438
H  -2.620  -0.948  1.224
H  -3.664  0.899  0.985
H  -3.375  2.043  -0.179
H  2.366  -2.669  -0.099
H  3.287  0.859  0.603
O  2.162  -1.735  0.050

---

Decreasing stability: i, ii, iii

---

--- i ---
Here is a cluster of 2 separate species, C11H17NO2 in total from OMol25. Energies are from ωB97M-V with the def2-TZVPD basis set.

HOMO level   -8.6 eV
2S+1   1
SMILES   CCc1ccc(O)cc1.CCC(N)=O
Gap between HOMO and LUMO   9.1830 eV

Atoms and positions in Å:
C  2.373  0.316  -0.583
C  3.433  -0.724  -0.911
C  1.154  0.161  -1.452
C  0.551  -1.051  -1.736
C  0.562  1.284  -2.029
C  -0.608  -1.109  -2.490
C  -0.571  1.239  -2.823
C  -1.120  0.010  -3.130
O  -2.169  -0.013  -3.992
H  2.149  0.299  0.488
H  2.789  1.316  -0.726
H  4.385  -0.545  -0.413
H  1.064  -1.975  -1.488
H  0.934  2.261  -1.774
H  -0.966  -2.100  -2.741
H  -0.879  2.143  -3.327
H  -2.459  -0.904  -4.207
H  3.556  -0.779  -1.997
H  3.149  -1.751  -0.641
C  -0.836  0.677  2.589
C  -0.401  -0.753  2.853
C  -2.111  1.141  3.271
O  -2.346  2.259  3.665
N  -3.029  0.127  3.420
H  -0.022  1.237  3.054
H  -0.857  0.981  1.541
H  -0.310  -0.944  3.920
H  -3.831  0.326  3.999
H  -3.046  -0.698  2.849
H  0.553  -0.934  2.361
H  -1.091  -1.495  2.451

---

--- ii ---
Here is the molecule C11H17NO2 from OMol25. Energies are from ωB97M-V with the def2-TZVPD basis set.

HOMO level   -7.9 eV
2S+1   1
SMILES   CNCCc1ccc(OC)c(OC)c1
Gap between HOMO and LUMO   8.7239 eV

Atoms and positions in Å:
C  5.287  0.291  0.032
N  4.341  -0.685  -0.470
H  4.683  -1.053  -1.353
C  3.000  -0.160  -0.664
C  2.279  0.041  0.677
C  0.828  0.346  0.447
C  0.383  1.649  0.292
C  -0.952  1.898  0.047
C  -1.885  0.872  -0.059
C  -1.441  -0.455  0.082
C  -0.095  -0.685  0.335
H  0.262  -1.697  0.450
O  -2.360  -1.472  -0.042
C  -1.928  -2.798  0.123
H  -1.187  -3.080  -0.631
H  -1.515  -2.968  1.123
H  -2.820  -3.410  -0.005
O  -3.157  1.302  -0.312
C  -4.254  0.420  -0.266
H  -4.212  -0.324  -1.064
H  -5.131  1.052  -0.405
H  -4.323  -0.089  0.698
H  -1.316  2.907  -0.069
H  1.076  2.473  0.371
H  2.744  0.861  1.224
H  2.393  -0.874  1.261
H  2.996  0.795  -1.219
H  2.439  -0.892  -1.252
H  5.018  0.558  1.053
H  5.322  1.212  -0.570
H  6.279  -0.156  0.047

---

Decreasing stability: i, ii

---

--- i ---
Here is the molecule C2H4FNO from OMol25. Energies are from ωB97M-V with the def2-TZVPD basis set.

HOMO level   -10.3 eV
2S+1   1
SMILES   NC(=O)CF
Gap between HOMO and LUMO   11.0850 eV

Atoms and positions in Å:
C  0.497  -0.063  0.373
C  0.134  0.414  -0.995
H  -0.348  -0.847  2.141
H  -1.421  -0.681  0.737
H  0.425  1.460  -1.095
H  0.740  -0.097  -1.731
N  -0.558  -0.205  1.284
O  1.732  -0.177  0.598
F  -1.201  0.196  -1.313

---

--- ii ---
Here is the molecule C2H4FNO from OMol25. Energies are from ωB97M-V with the def2-TZVPD basis set.

HOMO level   -10.2 eV
2S+1   1
SMILES   C=NOCF
Gap between HOMO and LUMO   11.4016 eV

Atoms and positions in Å:
C  -0.341  -1.518  -0.980
C  0.239  1.354  0.900
N  -0.554  -0.566  -0.233
O  0.557  -0.111  0.504
F  0.364  1.940  -0.299
H  -1.082  -1.775  -1.660
H  0.535  -2.042  -1.037
H  -0.765  1.250  1.260
H  1.045  1.466  1.544

---

Decreasing stability: i, ii